No. 1
Entry from OMol25: a molecular structure, C8H13N at a distorted geometry (ωB97M-V/def2-TZVPD).

For the highest occupied orbital energy, the calculation gives -0.3231 Eh. The calculation puts the energy relative to the best compared isomer or geometry (same formula, charge and spin) at 7.652 eV. Its charge is 0. Its lowest unoccupied orbital energy is 1.019 eV. For the orbital gap, the calculation gives 9.81 eV. The spin multiplicity is 1.

Geometry (Å):
C -1.704 0.855 -1.364
C -0.419 0.461 -0.501
C 0.872 0.895 -1.024
C 1.322 -0.520 -1.273
C 0.194 -1.186 0.862
C 0.912 0.036 1.462
C -0.273 0.895 1.012
C -0.996 -0.547 1.576
H -1.251 1.772 -2.154
H -2.716 0.908 -0.820
H -1.581 -0.507 -1.987
H 1.569 1.274 -0.186
H 1.061 1.510 -2.123
H 2.305 -0.916 -0.975
H 1.282 -0.774 -2.413
H 0.543 -2.266 1.182
H 1.823 0.306 1.067
H 0.970 0.046 2.514
H -0.458 2.055 1.185
H -1.994 -0.995 1.169
H -0.665 -0.944 2.585
N -0.048 -0.974 -0.507

Cartesian forces (eV/Å) of the 3 atoms listed first:
C 2.84 -2.74 -2.04
C -1.84 2.56 0.93
C 4.93 2.63 -3.83

Here are the Mulliken charges for atoms 1 to 6, given in e:
1. C -1.08
2. C 0.98
3. C -0.49
4. C -0.59
5. C -0.16
6. C -0.84


No. 2
Entry from OMol25: 15 unconnected molecules or ions with the total composition CH28O17 at a distorted geometry (ωB97M-V/def2-TZVPD).

For the highest occupied orbital energy, the calculation gives -0.1403 Eh. The calculation puts the energy relative to the best compared isomer or geometry (same formula, charge and spin) at 1.376 eV. Its charge is -2. Its lowest unoccupied orbital energy is 5.083 eV. For the orbital gap, the calculation gives 8.90 eV. The spin multiplicity is 1.

Geometry (Å):
C 0.133 0.085 0.134
O -0.508 -0.962 0.887
O -0.694 0.689 -0.653
O 1.419 0.083 -0.034
O 1.959 -2.262 1.021
H 1.580 -1.377 0.784
H 2.798 -1.945 1.305
O -1.389 -2.726 2.538
H -1.027 -1.934 1.988
H -0.657 -3.120 3.090
O 3.476 -0.703 -1.520
H 4.182 -0.528 -0.876
H 2.660 -0.564 -1.013
O 0.378 -1.224 -2.495
H 0.175 -0.572 -1.798
H -0.463 -1.346 -2.976
O 1.018 2.402 -1.673
H 0.608 1.631 -1.237
H 1.490 1.853 -2.313
O 0.589 -0.332 3.289
H 0.300 -0.264 2.398
H -0.238 -0.177 3.814
O -2.497 -0.079 -2.551
H -1.919 0.423 -2.036
H -2.757 -0.849 -2.003
O -1.509 3.112 0.109
H -0.678 3.496 0.417
H -1.195 2.307 -0.208
O 3.283 0.469 1.643
H 2.487 0.454 1.138
H 3.812 1.015 1.115
O -2.465 3.057 -2.412
H -1.759 2.520 -2.887
H -1.908 3.214 -1.637
O -2.908 -1.781 -0.587
H -2.398 -2.411 -1.157
H -2.209 -1.516 0.006
O -2.388 0.640 1.648
H -2.896 0.977 0.890
H -1.683 0.107 1.260
O -0.238 -3.287 -0.297
H -1.003 -3.848 -0.393
H -0.502 -2.404 0.022
O 1.516 2.726 1.137
H 2.198 2.674 1.811
H 1.833 2.278 0.332

Cartesian forces (eV/Å) of the 3 atoms listed first:
C -2.25 -4.16 -1.12
O 2.54 4.04 -2.05
O 2.05 0.00 1.51

Here are the Mulliken charges for atoms 1 to 6, given in e:
1. C -0.32
2. O 1.10
3. O 0.10
4. O 0.49
5. O -0.63
6. H -0.02


No. 3
Entry from OMol25: a single C4H6N2O molecule at a distorted geometry (ωB97M-V/def2-TZVPD).

For the highest occupied orbital energy (spin up / spin down), the calculation gives -0.3362 / -0.2917 Eh. The calculation puts the energy relative to the best compared isomer or geometry (same formula, charge and spin) at 5.385 eV. Its charge is 0. Its lowest unoccupied orbital energy (spin up / spin down) is -0.003 / -0.539 eV. For the orbital gap (spin up / spin down), the calculation gives 9.14 / 7.40 eV. The spin multiplicity is 1.

Geometry (Å):
N 0.237 -1.990 -1.584
C 1.263 -1.491 -1.063
O 1.213 -0.377 -0.261
C 0.034 0.222 -0.040
C -0.046 1.054 1.151
C -1.531 1.524 0.977
N -2.469 1.705 1.696
H 0.466 -2.806 -2.146
H 2.299 -1.815 -1.142
H -0.820 -0.242 -0.513
H -1.389 1.630 -0.224
H 0.306 0.556 2.066
H 0.437 2.029 1.083

Cartesian forces (eV/Å) of the 3 atoms listed first:
N 0.15 0.00 0.01
C -0.08 0.24 0.10
O 0.83 -0.67 -0.23

Here are the Mulliken charges for atoms 1 to 6, given in e:
1. N -0.56
2. C 0.09
3. O -0.29
4. C -0.60
5. C 0.00
6. C 0.03


No. 4
Entry from OMol25: a single C16H20N2O3S2 molecule at a distorted geometry (ωB97M-V/def2-TZVPD).

As for the SMILES: CC(C)CNCc1cccc(C(=O)c2csc(S(N)(=O)=O)c2)c1. For the highest occupied orbital energy, the calculation gives -0.3405 Eh. The calculation puts the energy relative to the best compared isomer or geometry (same formula, charge and spin) at 5.227 eV. Its charge is 0. Its lowest unoccupied orbital energy is -0.370 eV. For the orbital gap, the calculation gives 8.90 eV. The spin multiplicity is 1.

Geometry (Å):
C -5.135 1.668 -1.911
C -4.109 2.105 -2.946
C -3.702 0.861 -3.743
C -2.981 2.881 -2.286
N -2.549 2.238 -1.111
C -1.242 2.838 -0.777
C -0.345 1.977 0.134
C -0.899 1.888 1.417
C -0.370 1.077 2.344
C 0.695 0.213 2.128
C 1.232 0.267 0.844
C 2.534 -0.442 0.561
O 3.428 0.170 -0.070
C 2.723 -1.833 1.101
C 1.658 -2.667 1.515
S 2.235 -4.206 2.133
C 3.877 -3.838 1.689
S 5.202 -4.954 2.244
N 5.836 -3.773 3.273
O 4.782 -5.979 3.215
O 6.401 -5.035 1.408
C 4.014 -2.627 1.084
C 0.698 1.057 -0.150
H -5.475 2.455 -1.282
H -6.044 1.397 -2.477
H -5.011 0.903 -1.125
H -4.483 2.677 -3.770
H -3.360 0.279 -2.903
H -4.504 0.352 -4.332
H -2.752 1.016 -4.300
H -3.320 3.885 -2.069
H -2.230 3.068 -3.055
H -2.500 1.241 -1.206
H -1.330 3.855 -0.383
H -0.620 2.946 -1.642
H -1.720 2.445 1.791
H -0.873 1.118 3.276
H 1.172 -0.284 2.975
H 0.664 -2.223 1.504
H 5.519 -4.079 4.177
H 6.843 -3.867 3.060
H 4.996 -2.193 0.823
H 1.045 1.126 -1.158

Cartesian forces (eV/Å) of the 3 atoms listed first:
C -2.16 0.07 -0.49
C -0.04 -0.75 -0.32
C 1.62 -0.28 0.87

Here are the Mulliken charges for atoms 1 to 6, given in e:
1. C -1.42
2. C 0.29
3. C -1.30
4. C -0.89
5. N -0.11
6. C -0.86


No. 5
Entry from OMol25: 13 unconnected molecules or ions with the total composition C70H179N13O22 at a distorted geometry (ωB97M-V/def2-TZVPD).

For the highest occupied orbital energy, the calculation gives -0.3008 Eh. The calculation puts the energy relative to the best compared isomer or geometry (same formula, charge and spin) at 1.671 eV. Its charge is 0. Its lowest unoccupied orbital energy is 0.450 eV. For the orbital gap, the calculation gives 8.63 eV. The spin multiplicity is 1.

Geometry (Å):
C 5.545 2.782 7.393
C 5.284 2.278 5.938
C 4.555 3.413 5.135
O 3.523 3.898 5.928
C 2.913 5.071 5.480
N 6.532 2.025 5.237
H 6.208 2.113 7.907
H 4.576 2.843 7.926
H 5.896 3.847 7.329
H 4.710 1.364 5.932
H 4.193 2.948 4.171
H 5.220 4.282 4.969
H 2.227 4.988 4.588
H 3.727 5.795 5.282
H 2.301 5.479 6.292
H 7.052 1.281 5.702
H 6.285 1.531 4.357
C -4.994 -2.695 -6.466
C -4.658 -3.834 -5.522
C -4.368 -3.369 -4.093
O -3.950 -4.476 -3.325
C -3.434 -4.114 -2.064
N -5.772 -4.724 -5.636
H -5.716 -3.003 -7.244
H -4.115 -2.264 -6.931
H -5.513 -1.901 -5.920
H -3.742 -4.362 -5.896
H -5.269 -2.896 -3.640
H -3.596 -2.620 -4.235
H -3.123 -4.994 -1.535
H -4.005 -3.461 -1.415
H -2.577 -3.521 -2.299
H -6.688 -4.258 -5.685
H -5.899 -5.324 -4.845
C 1.269 4.881 -0.773
C 1.670 6.333 -0.977
C 1.628 7.127 0.378
O 0.560 6.815 1.251
C -0.550 7.714 0.974
N 3.029 6.442 -1.526
H 0.254 4.782 -0.415
H 1.901 4.386 -0.028
H 1.327 4.379 -1.747
H 0.966 6.838 -1.668
H 1.746 8.195 0.113
H 2.581 6.884 0.879
H -0.836 7.529 -0.094
H -0.227 8.731 1.258
H -1.388 7.462 1.651
H 3.697 5.943 -0.933
H 3.359 7.398 -1.545
C -4.773 4.691 -2.871
C -4.211 5.073 -1.469
C -2.822 4.414 -1.351
O -2.937 3.030 -1.296
C -1.706 2.388 -0.969
N -4.004 6.506 -1.311
H -5.195 3.704 -2.875
H -4.046 4.706 -3.648
H -5.632 5.284 -3.231
H -4.950 4.645 -0.755
H -2.407 4.722 -0.346
H -2.169 4.800 -2.182
H -1.333 2.795 -0.036
H -0.970 2.520 -1.767
H -1.915 1.313 -0.828
H -3.521 6.640 -0.438
H -4.894 7.007 -1.284
C 1.236 10.481 7.819
O 0.858 9.971 6.550
C 2.010 9.690 5.779
C 1.629 9.005 4.414
N 1.131 7.620 4.592
C -0.114 7.589 5.294
C -0.666 6.166 5.284
O -0.800 5.740 3.938
C -1.375 4.440 3.746
H 0.321 10.443 8.402
H 1.595 11.526 7.726
H 2.007 9.890 8.254
H 2.722 9.013 6.303
H 2.493 10.631 5.534
H 2.535 8.969 3.765
H 0.771 9.594 3.923
H 0.901 7.271 3.641
H -0.889 8.232 4.765
H -0.032 7.957 6.309
H -1.664 6.130 5.759
H 0.021 5.439 5.740
H -0.857 3.640 4.331
H -1.162 4.205 2.692
H -2.430 4.457 4.034
C 3.931 -6.458 -1.351
O 2.607 -6.228 -1.709
C 1.982 -7.381 -2.287
C 0.490 -7.157 -2.354
N -0.199 -7.249 -1.076
C -0.312 -5.992 -0.400
C -1.152 -6.055 0.812
O -2.508 -6.411 0.474
C -3.267 -6.940 1.495
H 3.888 -7.160 -0.471
H 4.475 -5.565 -0.966
H 4.604 -6.938 -2.032
H 2.222 -8.316 -1.756
H 2.392 -7.552 -3.302
H 0.092 -7.866 -3.083
H 0.321 -6.192 -2.773
H -1.063 -7.749 -1.110
H -0.749 -5.188 -1.072
H 0.633 -5.662 -0.019
H -1.188 -4.997 1.198
H -0.846 -6.828 1.552
H -2.706 -7.671 2.128
H -4.094 -7.445 1.071
H -3.558 -6.126 2.206
C -9.055 -1.700 -5.915
O -8.103 -1.470 -4.873
C -8.762 -1.088 -3.652
C -7.713 -1.141 -2.587
N -6.693 -0.183 -3.001
C -5.549 -0.130 -2.127
C -4.501 0.781 -2.767
O -4.032 0.078 -3.981
C -3.327 0.943 -4.875
H -8.668 -2.205 -6.815
H -9.655 -0.806 -6.185
H -9.724 -2.517 -5.534
H -9.574 -1.795 -3.418
H -9.106 -0.060 -3.795
H -7.315 -2.166 -2.554
H -8.078 -0.917 -1.600
H -6.365 -0.525 -3.871
H -4.963 -1.028 -2.045
H -5.832 0.195 -1.112
H -3.716 0.916 -2.043
H -4.924 1.741 -3.094
H -3.978 1.720 -5.256
H -3.005 0.223 -5.647
H -2.485 1.398 -4.419
C 5.622 1.400 1.614
O 5.378 0.350 2.516
C 6.184 -0.747 2.293
C 5.906 -1.889 3.255
N 6.526 -1.675 4.565
C 7.754 -2.390 4.834
C 7.549 -3.904 4.981
O 6.759 -4.083 6.156
C 6.172 -5.357 6.225
H 4.890 2.197 1.680
H 5.618 0.998 0.590
H 6.613 1.777 1.745
H 7.257 -0.468 2.314
H 6.013 -1.043 1.254
H 6.274 -2.869 2.839
H 4.878 -2.033 3.461
H 5.834 -2.027 5.250
H 8.223 -2.050 5.758
H 8.423 -2.151 4.025
H 8.521 -4.364 5.000
H 6.953 -4.278 4.108
H 6.991 -6.108 6.343
H 5.583 -5.683 5.343
H 5.548 -5.291 7.118
C 0.976 -3.694 -4.282
O 2.036 -2.805 -4.672
C 3.267 -3.364 -4.357
C 3.748 -3.090 -2.972
N 4.147 -1.758 -2.679
C 3.121 -0.754 -2.781
C 3.505 0.442 -1.956
O 2.470 1.448 -2.083
C 1.509 1.461 -1.070
H 0.023 -3.327 -4.644
H 0.906 -3.875 -3.207
H 1.190 -4.687 -4.669
H 4.034 -2.965 -5.045
H 3.219 -4.447 -4.537
H 4.682 -3.693 -2.786
H 3.047 -3.371 -2.216
H 4.950 -1.489 -3.199
H 2.172 -1.188 -2.420
H 2.873 -0.487 -3.762
H 4.420 0.883 -2.339
H 3.609 0.187 -0.885
H 0.661 0.771 -1.188
H 1.070 2.459 -1.084
H 2.036 1.276 -0.118
C -2.614 0.592 4.748
O -3.346 0.206 3.601
C -3.111 1.095 2.513
C -3.979 0.790 1.321
N -3.740 -0.423 0.593
C -3.871 -1.671 1.300
C -5.298 -2.058 1.556
O -5.360 -3.270 2.314
C -5.260 -3.036 3.731
H -2.589 -0.245 5.417
H -3.007 1.495 5.197
H -1.546 0.767 4.514
H -2.074 1.114 2.267
H -3.371 2.158 2.759
H -3.992 1.694 0.724
H -5.007 0.705 1.737
H -2.830 -0.413 0.093
H -3.230 -1.698 2.167
H -3.373 -2.462 0.716
H -5.847 -2.204 0.615
H -5.863 -1.273 2.069
H -5.128 -4.060 4.129
H -6.199 -2.599 4.129
H -4.372 -2.490 3.977
C -1.283 -2.939 4.342
O 0.076 -3.233 4.129
C 0.493 -4.480 4.697
C 1.869 -4.871 4.155
N 1.756 -5.382 2.814
C 2.965 -5.619 2.098
C 3.847 -4.382 2.147
O 3.245 -3.200 1.732
C 3.190 -3.081 0.334
H -1.887 -3.851 4.112
H -1.558 -2.159 3.587
H -1.570 -2.593 5.314
H -0.199 -5.249 4.384
H 0.449 -4.477 5.837
H 2.404 -5.561 4.808
H 2.464 -3.932 4.248
H 1.120 -4.851 2.287
H 2.635 -5.829 1.088
H 3.401 -6.525 2.486
H 4.777 -4.617 1.577
H 4.247 -4.201 3.146
H 2.384 -3.691 -0.073
H 4.164 -3.127 -0.134
H 2.864 -2.081 0.113
C 0.829 1.657 -11.148
O 0.605 1.929 -9.770
C -0.654 2.571 -9.496
C -0.868 2.600 -7.974
N -0.957 1.405 -7.183
C 0.291 0.715 -6.854
C 0.017 -0.733 -6.499
O -0.657 -1.331 -7.592
C -1.231 -2.519 -7.195
H 0.819 2.571 -11.773
H 0.122 0.903 -11.476
H 1.796 1.137 -11.153
H -1.420 1.994 -9.981
H -0.680 3.537 -9.950
H -1.844 3.099 -7.853
H -0.146 3.273 -7.479
H -1.625 0.806 -7.657
H 0.857 1.214 -6.042
H 0.883 0.623 -7.770
H -0.612 -0.841 -5.561
H 0.945 -1.325 -6.291
H -1.852 -2.846 -8.039
H -1.856 -2.425 -6.277
H -0.421 -3.236 -7.075
C 1.728 2.815 2.920
O 1.013 1.609 2.606
C 1.600 0.466 3.333
C 1.413 -0.765 2.398
N 0.040 -0.891 2.000
C -0.258 -2.105 1.122
C -0.029 -1.886 -0.331
O -1.091 -1.198 -0.928
C -1.029 -0.994 -2.303
H 2.657 2.889 2.301
H 2.002 2.886 3.970
H 1.086 3.653 2.596
H 1.170 0.349 4.336
H 2.680 0.604 3.474
H 1.869 -1.634 2.922
H 1.979 -0.568 1.515
H -0.283 -0.072 1.496
H -1.261 -2.483 1.290
H 0.431 -2.903 1.474
H 0.103 -2.849 -0.885
H 0.899 -1.273 -0.498
H -0.718 -1.968 -2.747
H -0.274 -0.289 -2.637
H -1.995 -0.637 -2.635

Cartesian forces (eV/Å) of the 3 atoms listed first:
C -1.32 0.93 -1.26
C 0.30 1.68 0.35
C 0.42 -1.06 0.08

Here are the Mulliken charges for atoms 1 to 6, given in e:
1. C -1.29
2. C 0.62
3. C -0.32
4. O -0.34
5. C -0.34
6. N -0.87


No. 6
Entry from OMol25: a molecular structure, C30H44ClN3Re at a distorted geometry (ωB97M-V/def2-TZVPD).

For the highest occupied orbital energy (spin up / spin down), the calculation gives 0.1073 / -0.0402 Eh. Its charge is -2. Its lowest unoccupied orbital energy (spin up / spin down) is 4.570 / 4.478 eV. For the orbital gap (spin up / spin down), the calculation gives 1.65 / 5.57 eV. The spin multiplicity is 4. The expectation value of S² is 3.7778.

Geometry (Å):
Re -1.302 0.317 0.435
Cl -0.334 -1.756 0.111
C -0.286 2.030 0.113
C 1.010 2.649 0.107
C 1.205 3.948 0.616
C 0.116 4.711 1.071
C -1.163 4.145 1.039
C -1.401 2.836 0.525
H 1.867 2.086 -0.281
H 2.216 4.383 0.635
H -2.009 4.735 1.404
H -2.429 2.612 0.242
C 0.308 6.123 1.550
H -0.660 6.573 1.769
H 0.813 6.745 0.805
H 0.915 6.161 2.459
C 4.639 -0.988 -2.230
N 3.557 -0.111 -2.189
H 5.730 -1.851 -0.515
N 4.170 -0.374 -0.174
H 4.940 -1.514 -3.111
C 2.418 -0.013 -3.133
C 2.737 0.898 -4.290
C 2.000 -1.391 -3.594
H 3.639 0.571 -4.808
H 1.896 0.868 -4.989
H 2.861 1.935 -3.953
H 0.318 0.437 -2.840
H 1.385 1.648 -2.138
H 1.597 -1.982 -2.758
C 1.275 0.578 -2.335
H 2.822 -1.931 -4.074
H 1.192 -1.258 -4.325
H 1.145 0.064 -1.378
C 5.031 -1.154 -0.936
C 3.512 -2.075 1.478
H 4.404 -2.666 1.256
H 3.269 -2.184 2.542
C 3.733 -0.604 1.221
H 1.829 -0.286 2.211
C 4.684 0.020 2.204
H 4.719 1.109 2.082
H 2.651 -2.446 0.905
H 1.739 -0.147 0.498
H 5.684 -0.390 2.084
H 4.328 -0.196 3.214
C 2.389 0.084 1.348
H 2.459 1.174 1.431
C 3.495 0.447 -0.980
C -3.282 0.821 3.030
C -2.733 -0.611 2.958
C -2.764 -1.185 4.394
C -3.432 -1.481 1.954
C -3.971 -2.740 2.215
C -4.377 -3.585 1.173
C -4.139 -3.219 -0.163
C -3.568 -1.999 -0.479
C -3.121 -1.583 -1.862
C -2.533 -2.745 -2.668
C -4.256 -0.890 -2.623
C -3.329 -1.113 0.593
N -3.007 0.225 0.244
H -4.366 0.816 3.224
H -3.114 1.410 2.117
H -2.769 1.366 3.834
H -1.648 -0.523 2.654
H -3.798 -1.328 4.741
H -2.233 -2.138 4.462
H -2.275 -0.483 5.082
H -4.079 -3.076 3.241
H -4.868 -4.539 1.395
H -4.407 -3.905 -0.965
H -2.308 -0.834 -1.802
H -3.266 -3.548 -2.826
H -2.200 -2.381 -3.650
H -1.659 -3.159 -2.150
H -4.588 0.002 -2.081
H -3.907 -0.582 -3.617
H -5.115 -1.566 -2.749

Cartesian forces (eV/Å) of the 3 atoms listed first:
Re 6.97 0.08 -0.78
Cl 0.24 -0.15 0.06
C -0.85 0.68 0.48

Here are the Mulliken charges for atoms 1 to 6, given in e:
1. Re 0.03
2. Cl -0.49
3. C 0.47
4. C 0.48
5. C -1.27
6. C 1.61


We obtain energy values of -367.09592, -1334.04905, -340.59703, -1753.15546, -5140.97467, -1872.02281 Ha for the records listed above, in that order.